(1)
C2H3ClFN | ωB97M-V with the def2-TZVPD basis set

Calculated values
SMILES string: C=N[C@@H](F)Cl
ΔE to the lowest compared entry with this formula, charge and spin in kcal/mol: 4.6
HOMO level in eV: -10.4

Atoms and positions in Å:
Cl (-2.32, 0.39, 0.21)
F (-0.66, -1.45, -0.03)
N (0.35, 0.69, -0.35)
C (1.25, 0.35, 0.45)
C (-0.89, -0.24, -0.52)
H (2.06, 1.11, 0.60)
H (1.21, -0.48, 1.20)
H (-1.00, -0.36, -1.56)



(2)
C4H11NO2 | ωB97M-V with the def2-TZVPD basis set

Calculated values
SMILES string: CC[C@H](N)C=O.O
ΔE to the lowest compared entry with this formula, charge and spin in kcal/mol: 24.5
HOMO level in eV: -9.3

Atoms and positions in Å:
O (-0.95, -1.33, -1.79)
O (-3.14, -0.59, -0.01)
N (1.76, -0.79, 0.50)
C (0.17, -1.15, -1.37)
C (0.42, -0.51, -0.01)
C (0.19, 1.00, -0.16)
C (0.54, 1.75, 1.12)
H (-2.47, -0.70, -0.70)
H (1.02, -1.45, -2.00)
H (-0.87, 1.14, -0.37)
H (1.60, 1.70, 1.35)
H (0.81, 1.33, -0.99)
H (2.50, -0.31, 0.00)
H (-3.62, -1.42, -0.01)
H (0.03, 1.28, 1.96)
H (-0.28, -0.99, 0.67)
H (2.00, -1.74, 0.75)
H (0.28, 2.80, 1.04)



(3)
C3H9NO3 | ωB97M-V with the def2-TZVPD basis set

Calculated values
SMILES string: CCNC(=O)O.O
ΔE to the lowest compared entry with this formula, charge and spin in kcal/mol: 23.9
HOMO level in eV: -9.3

Atoms and positions in Å:
O (1.54, -0.53, 0.18)
O (1.23, -0.70, -3.38)
O (1.35, 1.68, 0.49)
N (-0.46, 0.56, -0.32)
C (0.89, 0.47, 0.13)
C (-1.01, -0.02, 2.11)
C (-1.44, -0.10, 0.63)
H (-2.37, 0.40, 0.43)
H (-1.51, -1.15, 0.35)
H (-0.38, 0.84, 2.28)
H (-0.59, -0.99, 2.36)
H (0.98, -0.70, -4.30)
H (-0.45, -0.02, -1.15)
H (-1.92, 0.12, 2.69)
H (1.86, -1.41, -3.27)
H (2.27, 1.53, 0.77)



(4)
C3H3BeO3 | ωB97M-V with the def2-TZVPD basis set

Calculated values
Total charge: +3
ΔE to the lowest compared entry with this formula, charge and spin in kcal/mol: 21.5
HOMO level in eV: -27.3

Atoms and positions in Å:
O (-0.61, 1.12, 0.53)
O (0.14, -0.98, 0.05)
O (-1.70, -0.99, 1.39)
C (0.43, 1.29, -0.08)
C (-0.79, -0.58, 0.75)
C (1.08, 0.21, -0.78)
Be (-2.36, -1.97, 1.51)
H (0.97, 1.77, -1.15)
H (0.73, 0.09, -1.82)
H (2.10, 0.04, -0.40)



(5)
C29H44As2MnNOSSb | ωB97M-V with the def2-TZVPD basis set

Calculated values
ΔE to the lowest compared entry with this formula, charge and spin in kcal/mol: 3.5
HOMO level (alpha / beta) in eV: -6.7 / -6.7
Spin multiplicity: 6

Atoms and positions in Å:
Sb (2.72, -0.35, -2.28)
As (-1.08, 2.00, 2.22)
As (-1.10, 1.76, -1.09)
Mn (-0.35, -0.09, 0.72)
S (-0.64, -2.67, -1.85)
O (-0.62, -1.28, -1.27)
N (-1.41, -1.63, 1.65)
C (0.16, 2.31, 3.68)
C (-3.59, -0.79, 0.73)
C (-0.98, -2.67, 2.44)
C (-0.78, 3.50, -0.26)
C (-0.38, 5.88, -0.42)
C (-0.48, -3.83, -0.50)
C (4.24, -0.94, -0.89)
C (-3.20, -2.92, 2.16)
C (-3.03, 1.98, -1.35)
C (-0.43, 5.99, 0.96)
C (2.67, 0.23, 1.92)
C (1.61, 0.09, 1.32)
C (-2.76, 2.45, 3.11)
C (2.87, -2.19, -3.41)
C (-0.53, 2.04, -2.92)
C (-0.64, 4.85, 1.73)
C (0.46, -2.85, 2.82)
C (-2.36, -2.99, -2.20)
C (-2.77, -1.78, 1.50)
C (-0.81, 3.61, 1.13)
C (4.14, 0.68, -3.54)
C (5.70, -0.55, 3.94)
C (5.69, 1.80, 3.45)
C (6.29, 0.71, 4.05)
C (4.52, -0.71, 3.24)
C (-2.04, -3.49, 2.76)
C (-0.55, 4.65, -1.03)
C (3.90, 0.39, 2.64)
C (4.50, 1.65, 2.75)
H (0.65, -2.57, 3.86)
H (1.17, 2.30, 3.28)
H (2.19, -2.19, -4.25)
H (3.73, 0.84, -4.54)
H (-0.05, 3.26, 4.18)
H (-4.21, -3.28, 2.21)
H (5.06, 0.10, -3.62)
H (-2.66, -2.35, -3.03)
H (0.75, -3.90, 2.70)
H (-2.48, -4.04, -2.49)
H (-0.30, 6.95, 1.44)
H (-4.63, -0.83, 1.05)
H (4.06, -1.68, 3.15)
H (-1.30, -3.71, 0.21)
H (-2.98, 1.66, 3.83)
H (-0.45, -4.84, -0.92)
H (-0.65, 1.10, -3.44)
H (4.71, -0.05, -0.48)
H (-3.45, 1.08, -1.80)
H (-2.00, -4.37, 3.38)
H (-0.66, 4.94, 2.81)
H (-2.94, -2.78, -1.30)
H (4.03, 2.50, 2.27)
H (-3.21, 2.84, -1.99)
H (-2.66, 3.40, 3.63)
H (0.46, -3.60, 0.00)
H (-0.50, 4.58, -2.11)
H (-3.51, 2.15, -0.38)
H (-1.13, 2.81, -3.40)
H (4.99, -1.54, -1.41)
H (6.14, 2.78, 3.53)
H (0.53, 2.31, -2.94)
H (2.63, -3.04, -2.76)
H (0.06, 1.49, 4.38)
H (-0.21, 6.76, -1.03)
H (6.17, -1.41, 4.41)
H (-3.23, 0.22, 0.91)
H (-3.57, -0.96, -0.35)
H (7.21, 0.83, 4.60)
H (-3.57, 2.50, 2.39)
H (3.81, -1.50, -0.06)
H (1.11, -2.24, 2.20)
H (3.90, -2.30, -3.77)
H (4.37, 1.65, -3.11)



(6)
C26H35GeN6NiO2PS2 | ωB97M-V with the def2-TZVPD basis set

Calculated values
ΔE to the lowest compared entry with this formula, charge and spin in kcal/mol: 36.2
HOMO level (alpha / beta) in eV: -4.0 / -6.1
Spin multiplicity: 3

Atoms and positions in Å:
Ge (-2.84, 0.88, -1.77)
Ni (-0.28, -0.05, 0.01)
S (1.13, 0.58, -1.74)
S (-0.75, 4.03, -0.35)
P (-0.33, -2.25, -0.34)
O (-0.97, 3.94, 1.09)
O (-1.77, 4.59, -1.17)
N (-1.20, -4.48, -1.78)
N (3.16, -0.65, 0.91)
N (0.59, 0.24, 1.79)
N (0.63, -4.85, -0.29)
N (-1.62, -4.55, 0.62)
N (-0.49, 2.37, -0.89)
C (-4.16, 2.33, -1.65)
C (2.98, 3.15, -1.43)
C (-1.03, -3.07, -1.90)
C (1.12, -3.48, -0.13)
C (-2.18, 0.86, -3.64)
C (-1.45, 1.46, -0.37)
C (-0.27, -5.25, 0.74)
C (-1.44, -3.08, 0.92)
C (4.11, 1.92, 3.47)
C (0.71, 2.17, -1.44)
C (0.47, 2.05, 3.89)
C (-3.68, -0.91, -1.69)
C (-0.63, 1.37, 3.48)
C (3.08, 0.31, 1.89)
C (3.16, 5.33, -0.39)
C (1.01, 4.43, -0.76)
C (-0.53, 0.49, 2.40)
C (-2.15, -4.83, -0.76)
C (4.25, 0.85, 2.51)
C (1.56, 3.29, -1.37)
C (1.71, 1.77, 3.30)
C (1.74, 0.80, 2.28)
C (0.11, -5.17, -1.63)
C (3.76, 4.16, -0.90)
C (1.83, 5.51, -0.37)
C (2.87, 2.37, 3.82)
H (-2.24, -4.98, 1.36)
H (-2.38, -5.89, -0.71)
H (-1.79, 1.84, -3.93)
H (4.04, -0.47, 0.41)
H (-4.72, -0.83, -1.47)
H (-2.98, 0.50, -4.30)
H (-3.79, 3.17, -1.09)
H (2.83, 3.24, 4.51)
H (-4.56, 2.70, -2.63)
H (-1.86, -2.48, -2.13)
H (-2.20, 1.95, 0.30)
H (-2.42, -2.61, 0.82)
H (0.20, -5.12, 1.74)
H (-0.42, -6.33, 0.68)
H (-1.40, -0.09, 2.04)
H (3.49, 2.29, -1.80)
H (-1.35, 0.18, -3.77)
H (5.14, 0.39, 2.18)
H (-0.99, -2.94, 1.90)
H (4.88, 4.14, -0.73)
H (1.86, -3.31, -0.87)
H (-3.64, -1.45, -2.65)
H (1.41, 6.44, 0.10)
H (5.00, 2.47, 3.86)
H (-0.01, -6.25, -1.79)
H (3.72, 6.22, -0.09)
H (-0.23, -2.95, -2.69)
H (-4.94, 1.93, -1.06)
H (2.26, -0.85, 0.46)
H (0.39, 2.80, 4.67)
H (-3.25, -1.59, -0.97)
H (-3.09, -4.21, -1.01)
H (0.81, -4.76, -2.40)
H (-1.61, 1.62, 3.86)
H (1.65, -3.41, 0.83)